The following is a quantum chemistry calculation of C53H47N8OP2S2Sr as an isolated structure at a distorted geometry, from the Open Molecules 2025 dataset.

Results
**Lowest unoccupied orbital energy**: -2.633 eV
**Frontier orbital gap**: 6.6 eV
**Net charge**: +1
**HOMO**: -9.215 eV
**Total energy**: -4070.8110 hartree

CARTESIAN COORDINATES (ANGSTROEM)
Sr -0.026 -0.070 -0.203
O -1.125 -2.507 1.221
N -0.841 -1.561 2.187
C 0.122 -1.903 2.941
C 0.888 -3.178 2.950
C 0.625 -4.098 3.962
C 1.397 -5.240 4.083
C 2.459 -5.459 3.214
C 2.722 -4.547 2.208
C 1.929 -3.409 2.047
P 2.228 -2.238 0.683
C 4.030 -1.981 0.796
C 4.516 -1.434 1.985
C 5.868 -1.190 2.148
C 6.753 -1.466 1.113
C 6.277 -1.999 -0.074
C 4.921 -2.263 -0.231
C 1.983 -3.221 -0.831
C 1.577 -4.553 -0.850
C 1.355 -5.198 -2.058
C 1.534 -4.525 -3.257
C 1.934 -3.197 -3.250
C 2.148 -2.549 -2.045
H -1.990 -2.205 0.860
H 0.361 -1.161 3.699
H -0.184 -3.912 4.657
H 1.182 -5.953 4.868
H 3.079 -6.339 3.323
H 3.551 -4.715 1.530
H 3.832 -1.221 2.802
H 6.237 -0.790 3.085
H 7.811 -1.276 1.237
H 6.962 -2.226 -0.880
H 4.566 -2.696 -1.157
H 1.412 -5.088 0.075
H 1.031 -6.231 -2.060
H 1.349 -5.032 -4.195
H 2.060 -2.660 -4.180
H 2.466 -1.511 -2.049
N -0.803 3.367 0.540
P -2.107 2.321 0.038
C -3.544 3.243 0.648
C -4.190 2.784 1.793
C -5.227 3.521 2.349
C -5.622 4.715 1.765
C -4.983 5.178 0.621
C -3.949 4.445 0.063
C -2.145 2.609 -1.756
C -0.973 2.844 -2.469
C -0.988 2.878 -3.858
C -2.177 2.680 -4.542
C -3.349 2.437 -3.837
C -3.335 2.392 -2.453
C 0.040 2.969 1.574
C 0.464 3.890 2.540
C 1.312 3.461 3.537
C 1.740 2.137 3.552
C 1.285 1.308 2.551
N 0.440 1.694 1.587
H -1.044 4.349 0.594
H -3.895 1.843 2.239
H -5.727 3.158 3.238
H -6.433 5.286 2.199
H -5.297 6.106 0.161
H -3.467 4.799 -0.841
H -0.038 2.983 -1.940
H -0.068 3.050 -4.401
H -2.191 2.705 -5.624
H -4.276 2.271 -4.370
H -4.252 2.184 -1.914
H 0.097 4.908 2.516
H 1.632 4.153 4.307
H 2.412 1.764 4.311
H 1.621 0.279 2.493
C 3.043 6.113 -0.307
C 3.373 4.725 0.126
C 4.135 4.392 1.205
C 4.300 3.022 1.502
N 3.767 2.058 0.771
C 3.044 2.382 -0.311
S 2.417 1.234 -1.384
N 2.848 3.706 -0.596
C 5.126 2.604 2.673
H 3.756 6.820 0.108
H 2.046 6.382 0.049
H 3.052 6.201 -1.393
H 4.591 5.158 1.815
H 2.294 3.902 -1.420
H 4.937 3.239 3.539
H 6.183 2.704 2.417
H 4.928 1.562 2.911
S -3.823 -0.847 1.094
C -4.777 -1.716 0.023
N -6.079 -1.329 -0.182
C -6.905 -1.923 -1.072
C -6.440 -2.965 -1.805
C -5.110 -3.363 -1.540
N -4.322 -2.783 -0.672
H -6.398 -0.546 0.371
H -7.903 -1.516 -1.145
H -7.052 -3.469 -2.535
H -4.687 -4.206 -2.078
N -4.308 -4.346 -5.514
C -3.606 -3.775 -4.802
C -2.779 -3.045 -3.881
C -2.179 -3.704 -2.809
C -1.467 -2.974 -1.872
C -1.285 -1.581 -1.935
C -1.877 -0.981 -3.065
C -2.618 -1.668 -4.017
H -2.296 -4.778 -2.711
H -1.040 -3.538 -1.047
H -1.781 0.094 -3.219
H -3.074 -1.155 -4.856

Löwdin population analysis, charges in e, atoms 1 to 99:
1. Sr 1.012
2. O -0.138
3. N -0.050
4. C -0.153
5. C -0.209
6. C -0.022
7. C -0.059
8. C -0.060
9. C -0.084
10. C -0.320
11. P 1.062
12. C -0.364
13. C -0.115
14. C -0.094
15. C -0.081
16. C -0.069
17. C -0.070
18. C -0.378
19. C -0.081
20. C -0.071
21. C -0.070
22. C -0.064
23. C -0.142
24. H -0.027
25. H 0.120
26. H 0.121
27. H 0.110
28. H 0.111
29. H 0.119
30. H 0.100
31. H 0.103
32. H 0.105
33. H 0.108
34. H 0.099
35. H 0.101
36. H 0.110
37. H 0.110
38. H 0.112
39. H 0.053
40. N -0.111
41. P 1.003
42. C -0.373
43. C -0.109
44. C -0.072
45. C -0.072
46. C -0.073
47. C -0.097
48. C -0.395
49. C -0.123
50. C -0.073
51. C -0.073
52. C -0.072
53. C -0.101
54. C -0.401
55. C -0.012
56. C -0.053
57. C -0.065
58. C -0.157
59. N -0.026
60. H 0.102
61. H 0.061
62. H 0.109
63. H 0.109
64. H 0.108
65. H 0.108
66. H 0.048
67. H 0.109
68. H 0.110
69. H 0.112
70. H 0.112
71. H 0.115
72. H 0.117
73. H 0.111
74. H 0.074
75. C 0.007
76. C -0.259
77. C 0.033
78. C -0.293
79. N 0.136
80. C -0.796
81. S 0.596
82. N 0.116
83. C -0.011
84. H 0.094
85. H 0.096
86. H 0.096
87. H 0.130
88. H 0.137
89. H 0.089
90. H 0.102
91. H 0.065
92. S 0.677
93. C -0.795
94. N 0.064
95. C -0.052
96. C -0.018
97. C -0.086
98. N 0.102
99. H 0.137